# C7H23Hg2O7

C7H23Hg2O7 as an isolated structure (wB97M-V/def2-TZVPD, the Open Molecules 2025 dataset).

The geometry in XYZ format:
```
39
Properties=species:S:1:pos:R:3:nbo_charge:R:1
Hg 1.404 -3.712 2.054 1.170
Hg -1.566 -1.233 2.550 1.570
C 0.170 -1.145 -1.504 -0.720
C 0.039 -1.163 -0.003 0.821
O -0.641 -0.230 0.523 -0.670
O 0.320 -2.204 0.673 -0.864
H 0.522 -2.141 -1.759 0.253
H 1.029 -0.515 -1.760 0.272
H -0.703 -0.710 -1.978 0.282
C 1.975 3.099 -2.461 -0.258
O 3.394 3.162 -2.555 -0.533
H 1.667 2.932 -1.417 0.195
H 1.508 4.019 -2.811 0.228
H 1.641 2.210 -2.992 0.194
H 3.656 4.068 -2.325 0.499
C 2.596 -3.568 -3.204 -0.276
O 3.530 -2.541 -3.024 -0.557
H 3.119 -4.504 -3.428 0.240
H 1.930 -3.801 -2.362 0.170
H 2.011 -3.375 -4.107 0.204
H 3.156 -1.750 -3.433 0.483
C 1.689 2.282 1.967 -0.249
O 1.945 1.834 3.285 -0.623
H 1.764 1.488 1.212 0.162
H 0.618 2.519 1.952 0.162
H 2.242 3.194 1.756 0.225
H 1.108 1.562 3.669 0.458
C -3.543 -1.752 0.070 -0.270
O -3.682 -1.380 1.449 -0.797
H -3.405 -0.863 -0.554 0.193
H -2.658 -2.340 -0.162 0.187
H -4.495 -2.193 -0.220 0.240
H -4.447 -0.815 1.615 0.535
C -3.023 1.669 3.586 -0.281
O -2.484 0.929 2.468 -0.820
H -3.998 1.269 3.878 0.201
H -2.390 1.657 4.468 0.212
H -3.313 2.663 3.244 0.231
H -2.684 1.381 1.641 0.532
```

LUMO level = -15.7991 eV
charge = +3
spin multiplicity = 1
max |F| = 2.80 eV/A
frontier orbital gap = 1.9252 eV
E_tot = -1112.5793 a.u.
molar mass = 620.43 g mol⁻¹